This record from the Open Molecules 2025 dataset describes 10 unconnected molecules or ions with the total composition C60H54F6 at a distorted geometry. The level of theory is wB97M-V/def2-TZVPD.

Each line ends with the Löwdin charge.
Geometry (Å):
H -2.202 2.446 0.632  0.094
C 4.862 2.140 -2.879  -0.072
H 5.041 -4.291 -3.885  0.107
H 1.539 2.599 -2.406  0.076
C 3.541 -5.141 -0.990  -0.076
H -0.003 5.428 -6.209  0.112
H 2.610 2.351 -4.637  0.086
F -1.150 4.602 0.251  0.010
C 2.381 6.839 1.059  -0.073
C -0.991 -4.658 5.591  -0.036
H -1.770 -1.043 4.624  0.106
C -0.137 5.015 -4.073  -0.104
H -2.733 4.373 -4.546  0.111
C 1.187 4.759 0.746  -0.045
H 1.221 3.695 0.568  0.102
C -0.429 -6.642 0.211  -0.102
C -0.109 -0.851 0.112  -0.063
H -1.668 -3.494 0.661  0.093
C -2.664 -4.983 -0.373  -0.253
H -2.682 -5.227 4.363  0.108
C -0.229 -3.690 6.095  -0.293
H 3.305 4.847 1.165  0.076
H 1.927 -2.445 1.556  0.100
C 3.461 -3.175 -2.929  -0.078
H -0.562 -5.642 5.710  0.125
C -3.757 4.377 -1.381  -0.019
C -3.385 2.600 -3.523  -0.058
H 5.033 -6.110 -2.249  0.104
H -0.931 -1.211 2.197  0.074
H -3.193 1.932 -4.350  0.108
H 5.377 2.237 -3.823  0.108
C 3.391 -1.433 4.360  0.063
C -3.260 4.841 -2.574  -0.254
C 1.177 7.518 0.788  -0.052
C -0.004 5.373 0.485  -0.253
C 5.065 -2.340 2.884  0.090
H 0.356 -4.803 1.181  0.073
C -2.118 -4.411 4.790  -0.032
H 3.454 -5.948 -0.277  0.100
C 4.457 -4.153 -2.988  -0.082
C 3.388 0.650 -1.654  -0.131
H -0.777 2.072 -1.454  0.098
F -2.907 6.183 -2.721  0.022
C -1.586 -4.522 0.343  -0.023
C -2.625 -6.340 -0.840  0.020
C -0.756 1.394 -0.613  -0.077
H -3.698 -0.414 0.466  0.079
C -1.598 -2.075 4.894  -0.127
H 0.337 0.021 -1.739  0.104
C 4.068 -2.499 1.863  0.063
H 4.066 0.198 -3.561  0.098
H -5.310 -1.548 -1.139  0.103
C 4.093 2.600 -0.615  -0.086
F 5.582 -1.404 5.013  0.193
H -3.493 -6.692 -1.378  0.116
C -6.523 0.218 2.170  -0.094
C 3.402 1.440 -0.567  -0.145
H 1.809 -2.305 -1.849  0.080
C -0.837 -0.607 1.306  -0.085
C -0.043 6.765 0.562  0.011
C -4.124 3.009 -1.246  -0.076
C 1.231 3.270 -3.194  -0.056
H -3.858 1.076 -2.082  0.093
C 0.327 4.816 -5.382  0.011
H -3.858 5.023 -0.522  0.114
C -1.508 1.623 0.537  -0.062
C 2.360 -1.746 3.497  0.034
F 0.847 -3.973 6.850  0.070
H -6.819 0.711 3.084  0.106
C -3.121 3.954 -3.629  -0.040
H 4.287 -2.958 0.910  0.113
C -7.377 -0.524 1.390  -0.084
C 4.108 0.960 -2.796  -0.093
F 1.918 3.589 -6.788  0.035
C -0.552 -2.360 5.703  -0.049
C -4.768 -0.383 0.613  -0.111
C 2.396 5.409 1.011  -0.058
H 4.072 3.301 0.206  0.072
H 3.100 -1.167 5.365  0.143
H 2.842 1.146 0.309  0.101
C 2.650 -4.092 -0.934  -0.150
H 1.310 -1.715 3.748  0.108
H -0.965 7.320 0.470  0.109
H -4.534 0.872 2.327  0.089
C -2.469 -3.069 4.500  -0.066
H -0.305 4.356 -2.114  0.084
C 4.711 -1.763 4.089  -0.198
H 6.102 -2.529 2.648  0.140
H 5.360 3.937 -1.701  0.103
C 1.398 3.892 -5.561  -0.235
H -7.631 -1.823 -0.306  0.100
C 1.784 3.033 -4.503  0.013
C 4.466 -5.204 -2.090  -0.058
H 2.910 -0.298 -1.455  0.075
H 3.278 7.438 1.016  0.096
H -0.881 5.778 -3.898  0.095
H 0.078 -1.571 6.086  0.110
C -0.445 -5.323 0.677  -0.075
C -5.203 0.232 1.771  -0.115
H 3.435 -2.419 -3.699  0.100
C -1.482 -7.061 -0.541  -0.106
H 0.380 -7.219 0.633  0.105
C 0.270 4.241 -3.021  -0.108
C -0.089 0.240 -0.771  -0.116
C 2.516 -3.119 -1.911  -0.080
H -8.406 -0.667 1.686  0.100
C 4.849 2.988 -1.768  -0.038
C -6.928 -1.206 0.233  -0.076
C -3.902 2.132 -2.304  -0.090
H -3.355 -2.835 3.928  0.106
H 1.896 -4.172 -0.165  0.060
C -5.608 -1.139 -0.185  -0.085
H -2.053 0.756 2.358  0.098
F -3.616 -4.066 -0.673  0.056
C -1.511 0.598 1.437  -0.128
C 2.747 -2.168 2.202  0.051
H -4.441 2.672 -0.270  0.092
H 1.160 8.598 0.818  0.099
H 0.452 -1.723 -0.191  0.067
H -1.433 -8.100 -0.831  0.110

Multiplicity = 2
E_HOMO (alpha / beta) = -10.523 / -10.522 eV
Charge = +1
LUMO (alpha / beta) = -3.9 / -8.4 eV

---

This record from the Open Molecules 2025 dataset describes 2 unconnected molecules or ions with the total composition C14H20N3O7 at a distorted geometry. The level of theory is wB97M-V/def2-TZVPD.

Each line ends with the natural charge from an NBO analysis.
Geometry (Å):
H 1.404 -1.608 -0.155  0.231
C -1.109 3.839 0.134  0.144
C 0.659 -4.153 1.513  0.682
O -3.153 4.550 -1.032  -0.680
H -3.127 8.126 1.768  0.111
C 4.213 -4.547 -1.199  -0.410
O 1.776 -3.720 1.755  -0.660
N 0.042 -4.064 0.334  -0.593
C 0.644 0.345 -1.910  0.758
H -0.244 -3.627 -1.669  0.225
O 1.838 -4.312 -2.708  -0.655
H 2.799 -3.785 0.216  0.434
H -0.322 -1.438 -2.673  0.193
C -2.303 4.783 2.137  -0.029
C 0.537 -1.894 -0.750  -0.390
C 0.573 -1.172 -2.105  -0.504
C 0.516 -3.424 -0.914  -0.127
H -1.040 -4.305 2.787  0.223
C -0.118 -4.853 2.601  -0.704
C -0.981 4.576 1.445  -0.510
H 0.485 -4.868 3.508  0.238
C -3.032 5.961 2.128  -0.361
O -2.179 7.202 0.301  -0.525
C -1.791 4.481 -1.029  0.741
H 4.824 -4.824 -0.340  0.197
O -0.366 1.029 -2.202  -0.802
H -0.365 -1.579 -0.222  0.204
H 4.095 -5.410 -1.858  0.208
O -1.112 4.975 -1.919  -0.570
N 2.903 -4.086 -0.749  -0.624
H -0.494 5.534 1.247  0.233
H -3.353 5.026 -1.851  0.491
H -0.340 -5.872 2.289  0.219
N -0.530 2.666 0.086  -0.546
H 1.446 -1.499 -2.673  0.211
H -3.936 5.991 2.725  0.206
H -0.317 4.017 2.111  0.247
C 1.824 -3.967 -1.528  0.665
H -0.481 2.152 -0.820  0.419
C -2.708 7.193 1.404  0.375
H -0.884 -4.451 0.294  0.393
O 1.695 0.818 -1.430  -0.763
H 4.703 -3.745 -1.753  0.201
H -2.690 3.940 2.706  0.205

E_HOMO = -4.476 eV
Charge = -1
LUMO = 2.2 eV

---

This record from the Open Molecules 2025 dataset describes a molecular structure, C26H35AlBeCl4F19N2O12PS2 at a distorted geometry. The level of theory is wB97M-V/def2-TZVPD.

Each line ends with the Löwdin charge.
Geometry (Å):
C -3.925 -0.616 -2.731  -0.577
H -6.185 1.254 1.295  0.140
C -4.038 3.750 -2.358  -1.546
H 1.085 -3.296 10.705  0.079
H -2.411 -0.025 -8.179  0.119
C -7.880 0.331 0.298  -0.047
H 1.030 -1.647 11.346  0.090
H -6.206 0.349 -7.801  0.069
H -0.396 -2.314 10.523  0.089
C -2.379 -0.429 -2.527  -0.338
C -5.861 -0.270 -8.631  -0.106
F 6.247 1.698 -1.268  0.176
O 0.929 1.011 1.912  -0.212
H -4.133 -0.550 -9.874  0.112
Cl -1.659 3.214 -3.654  0.405
H -1.362 -2.390 -0.647  0.132
O 2.183 -2.133 7.230  -0.258
O 0.574 -3.892 6.830  -0.256
F 5.951 -0.057 -0.125  0.169
F 0.485 -2.756 -3.103  0.129
H 1.339 -1.831 5.346  0.093
O 3.852 -4.205 1.347  -0.236
H -3.473 -1.305 -7.584  0.123
S 2.252 0.543 2.211  0.816
F 7.021 1.855 1.304  0.168
H 3.827 -0.854 0.728  0.120
C -1.636 -1.705 -3.042  -0.369
H 2.233 -1.015 -1.017  0.146
H -0.067 -0.494 0.063  0.095
Cl -5.732 4.050 -2.017  0.627
F -4.565 0.558 -2.676  0.143
C 4.709 4.721 -3.551  -0.051
H 0.935 -5.884 6.449  0.089
C 1.102 -5.165 7.248  -0.118
H 1.025 2.023 -0.523  -0.001
S 2.687 -3.401 1.346  0.610
N -4.007 1.199 -5.770  0.160
C 3.369 2.033 2.164  -0.473
H 0.021 -3.436 -0.855  0.140
H -8.542 1.189 0.425  0.090
F 5.662 3.356 0.664  0.183
H 0.156 -1.911 1.130  0.141
H -7.217 0.282 2.361  0.129
H 0.592 -5.511 8.147  0.085
H 5.349 3.344 -2.088  0.115
C -0.230 -1.859 -2.380  -0.424
F -4.185 -1.137 -3.904  0.206
H 3.008 -1.289 5.570  0.074
O -5.943 -0.776 1.197  0.061
F -2.079 -0.110 -1.273  0.155
F 5.429 2.400 3.222  0.205
C 5.498 1.173 -0.287  -0.564
O 2.884 -1.935 2.081  -0.246
F 3.020 2.802 1.134  0.136
F 3.066 2.716 3.249  0.181
P 0.780 -2.609 7.917  0.608
F 4.258 1.173 -0.719  0.209
C -4.415 0.043 -9.002  -0.258
H 3.208 6.931 -1.632  0.109
Cl -3.078 3.818 -0.890  0.588
C 4.281 5.025 -1.387  -0.071
F -1.419 -1.521 -4.359  0.156
O 1.200 -1.756 9.299  -0.226
O 1.169 1.105 -0.783  -0.072
O 2.338 -2.794 -0.103  -0.166
F 5.143 0.379 2.540  -0.032
H -6.520 -0.075 -9.477  0.077
F -2.309 -2.842 -2.855  0.178
C 0.696 -2.291 10.538  -0.111
F -3.621 -0.526 0.549  -0.228
Be 6.501 -1.496 2.647  0.480
H 3.727 6.560 -4.249  0.110
C -3.431 -0.251 -7.864  -0.173
Cl -3.462 4.968 -3.565  0.707
C 1.918 -1.374 -0.035  -0.232
C -0.296 -2.390 -0.933  -0.025
H -4.341 1.094 -9.291  0.113
F -2.044 0.616 -3.315  0.034
C 4.899 1.701 2.233  -0.334
C 2.289 -2.071 5.821  -0.137
H -8.468 -0.584 0.363  0.089
C 2.806 -0.861 1.140  -0.277
C 5.736 2.062 0.966  -0.351
O 2.252 0.061 3.555  -0.227
H -3.938 2.766 -2.803  -0.043
H -5.544 -0.726 0.307  0.073
C -3.754 0.569 -6.682  -0.220
H 5.102 4.213 -4.416  0.128
H 2.178 -5.090 7.442  0.081
F 0.356 -0.649 -2.504  0.115
N 4.870 4.200 -2.300  0.047
O 1.592 -3.976 2.024  -0.189
Al 5.880 -3.581 4.438  0.706
H -7.448 0.365 -0.705  0.076
C 4.006 5.913 -3.435  -0.057
H -5.975 -1.319 -8.348  0.079
O -0.382 -1.783 7.465  -0.250
C -6.788 0.338 1.363  -0.247
C 3.738 6.105 -2.076  -0.052
H 4.292 4.791 -0.339  0.101
F -4.446 -1.369 -1.783  0.184
C 0.391 -1.492 0.139  -0.107
H 2.666 -3.028 5.437  0.061

E_HOMO = -12.327 eV
Charge = +2
LUMO = -10.5 eV

---

This record from the Open Molecules 2025 dataset describes a single C4H7N molecule at a distorted geometry. The level of theory is wB97M-V/def2-TZVPD.

Each line ends with the natural charge from an NBO analysis.
Geometry (Å):
H 0.309 1.763 2.625  0.370
C -0.347 -1.403 -1.993  -0.442
C 0.371 -0.608 -1.194  -0.171
H -1.430 -1.324 -2.015  0.184
H 1.460 -0.594 -1.129  0.194
C 0.424 0.584 0.966  0.049
H -1.219 0.631 -0.313  0.195
H 1.508 0.568 1.058  0.184
H 0.005 -1.663 -2.984  0.199
H -1.146 1.327 1.999  0.369
N -0.187 1.031 2.134  -0.790
C -0.216 0.242 -0.161  -0.342

E_HOMO = -7.870 eV
Relative energy (zero: lowest compared OMol25 entry of this formula, charge and spin) = 1.441 eV
SMILES = C=C/C=C/N
LUMO = 1.1 eV